{"formula": "C26H34NO5PPtSeTe", "method": "wB97M-V/def2-TZVPD", "species": ["Pt", "Te", "Se", "P", "O", "O", "O", "O", "O", "N", "C", "C", "C", "C", "C", "C", "C", "C", "C", "C", "C", "C", "C", "C", "C", "C", "C", "C", "C", "C", "C", "C", "C", "C", "C", "C", "H", "H", "H", "H", "H", "H", "H", "H", "H", "H", "H", "H", "H", "H", "H", "H", "H", "H", "H", "H", "H", "H", "H", "H", "H", "H", "H", "H", "H", "H", "H", "H", "H", "H"], "xyz": [[-1.147, 0.004, 0.216], [-1.682, 0.923, -2.339], [2.018, 0.591, -0.553], [-2.509, 2.333, -0.607], [-2.233, 3.884, -1.036], [-3.533, -0.899, -0.053], [-4.108, 2.310, -0.482], [-5.451, -1.682, 0.838], [-1.918, 2.186, 0.759], [-0.214, -1.881, 0.017], [3.785, 0.447, 2.126], [-2.628, 4.387, -2.297], [-0.404, -4.654, -0.293], [-0.424, -3.809, -1.386], [-4.990, 2.114, -1.589], [6.701, -0.164, -0.228], [-0.030, 0.667, 2.879], [4.549, 0.211, 0.851], [8.205, -0.263, -0.143], [-0.948, 0.002, 5.013], [3.986, -0.328, -2.875], [3.875, 0.156, -0.391], [6.030, -0.295, -1.437], [-4.380, -1.796, 0.205], [-4.040, -3.196, -0.345], [-1.981, -0.728, 2.957], [-1.949, -0.699, 4.349], [-0.262, -4.081, 0.957], [-0.150, -2.705, 1.065], [0.007, 0.689, 4.270], [-1.768, 5.589, -2.634], [-0.330, -2.443, -1.187], [5.932, 0.063, 0.908], [-1.014, -0.055, 2.209], [-5.744, 0.806, -1.450], [4.646, -0.155, -1.537], [-5.675, 2.966, -1.601], [6.603, -0.507, -2.338], [8.633, -0.513, -1.117], [-2.500, 3.616, -3.064], [3.622, 1.518, 2.287], [8.646, 0.684, 0.184], [-3.345, -3.685, 0.346], [2.800, -0.014, 2.067], [-2.215, 6.149, -3.460], [-6.670, 0.840, -2.033], [0.788, 1.246, 4.777], [-0.765, 5.272, -2.923], [-2.777, -1.264, 2.451], [-3.686, 4.672, -2.274], [-4.942, -3.803, -0.423], [6.429, 0.140, 1.874], [0.042, -2.235, 2.018], [4.330, 0.043, 2.985], [-5.975, 0.609, -0.402], [4.701, -0.698, -3.616], [8.518, -1.030, 0.572], [3.560, 0.618, -3.219], [-4.429, 2.118, -2.526], [-3.549, -3.109, -1.316], [-2.712, -1.226, 4.914], [-0.916, 0.019, 6.098], [-1.685, 6.241, -1.763], [-0.293, -1.757, -2.021], [-0.207, -4.692, 1.847], [0.705, 1.223, 2.308], [3.147, -1.023, -2.792], [-0.481, -4.198, -2.394], [-0.473, -5.728, -0.412], [-5.124, -0.023, -1.790]], "forces_ev_per_angstrom": [[0.629, 0.979, 1.325], [0.108, -0.029, -0.178], [0.564, -0.151, -0.020], [-0.637, 0.961, -0.540], [0.132, -0.108, 0.153], [-0.574, -0.363, 0.163], [0.148, -0.086, 0.001], [0.068, -0.024, 0.003], [0.264, -1.096, -0.515], [-1.193, -0.193, -0.082], [0.087, 0.010, -0.033], [0.003, 0.053, -0.087], [-0.031, 0.096, 0.024], [0.239, -0.010, -0.138], [-0.143, -0.155, -0.065], [0.063, -0.038, -0.037], [0.124, 0.075, 0.093], [0.076, -0.079, -0.024], [-0.132, 0.004, 0.037], [0.011, -0.003, -0.079], [0.079, 0.063, 0.036], [-0.095, 0.295, -0.185], [-0.064, -0.015, 0.016], [0.021, 0.173, -0.066], [-0.038, -0.023, 0.018], [-0.034, -0.021, 0.138], [0.091, 0.028, -0.026], [0.257, -0.081, 0.069], [0.357, 0.005, 0.338], [-0.079, -0.067, 0.008], [0.032, -0.046, 0.033], [0.324, 0.024, -0.418], [-0.064, -0.017, 0.020], [-0.095, -0.296, -0.251], [0.050, -0.006, 0.065], [0.105, -0.076, 0.130], [0.013, 0.060, 0.082], [-0.022, 0.002, 0.007], [0.014, -0.003, 0.016], [-0.037, -0.029, -0.017], [-0.087, -0.032, 0.003], [0.036, -0.023, -0.017], [0.009, 0.001, -0.038], [-0.004, 0.020, 0.009], [0.046, 0.002, -0.004], [0.024, 0.010, -0.022], [-0.005, 0.016, -0.014], [-0.007, 0.018, 0.056], [0.004, 0.049, -0.044], [-0.023, -0.038, 0.102], [0.018, -0.048, 0.006], [-0.035, -0.014, -0.007], [-0.242, -0.004, 0.046], [0.029, 0.062, -0.011], [-0.039, -0.021, -0.044], [-0.005, 0.025, 0.016], [0.028, 0.007, -0.023], [-0.050, -0.038, -0.008], [0.048, 0.053, -0.028], [0.025, -0.022, 0.023], [-0.008, 0.010, -0.012], [-0.002, 0.003, 0.005], [-0.034, 0.032, -0.043], [-0.171, 0.039, 0.021], [-0.005, 0.055, 0.050], [0.011, -0.088, -0.055], [-0.022, 0.038, -0.024], [-0.080, 0.057, -0.014], [-0.062, 0.000, 0.004], [-0.016, 0.017, 0.053]], "nbo_charge": [0.80, -0.53, -0.52, 2.04, -0.83, -0.82, -0.83, -0.78, -1.07, -0.42, -0.64, -0.07, -0.16, -0.27, -0.06, -0.09, -0.20, -0.08, -0.61, -0.27, -0.63, -0.06, -0.23, 0.77, -0.74, -0.27, -0.23, -0.26, 0.07, -0.24, -0.62, 0.09, -0.23, -0.18, -0.64, -0.10, 0.15, 0.17, 0.20, 0.19, 0.21, 0.19, 0.20, 0.25, 0.19, 0.18, 0.19, 0.22, 0.24, 0.16, 0.19, 0.18, 0.23, 0.18, 0.26, 0.17, 0.19, 0.23, 0.18, 0.20, 0.19, 0.18, 0.21, 0.23, 0.21, 0.23, 0.23, 0.21, 0.20, 0.24], "charge": -2, "energy_ev": -124419.55478, "orbital_gap_ha": 0.1802, "de_lowest_ev": 3.641}